Entry 1:
Computed, not measured: C4H6Br2 in the gas phase, with wB97M-V/def2-TZVPD.

Calculated values
DFT total energy, eV: -144326.453
Lowest unoccupied orbital energy (spin up / spin down), eV: -0.17 / 0.20
Energy relative to the best compared isomer or geometry (same formula, charge and spin), kcal per mole: 59.2
Gap between HOMO and LUMO (spin up / spin down), eV: 7.52 / 8.27
F_max, eV/Å: 4.34

The geometry in XYZ format:
```
12
Properties=species:S:1:pos:R:3:forces:R:3
Br -2.313260 0.759280 -0.486210 -1.42 -0.38 -0.76
Br 2.292022 1.003013 -0.367768 -0.28 0.02 0.41
C 0.391266 -0.835679 -1.216555 -3.08 -2.49 -1.40
C -0.071306 -0.041440 1.194765 2.23 -0.37 -0.15
C 0.864794 -0.238793 -0.062160 0.74 2.26 3.63
C -1.084588 0.932179 0.824130 0.71 1.22 0.33
H -0.052375 -1.866977 -0.825194 0.79 1.63 -1.44
H -0.532276 -0.227556 -1.535470 1.07 -1.01 -0.33
H -0.316935 -0.998575 1.634990 -0.74 -0.43 -0.42
H -0.773038 1.971178 0.868944 -0.01 -0.13 0.23
H 0.488660 0.429491 2.010153 0.24 0.02 -0.30
H 1.107041 -0.886117 -2.039628 -0.24 -0.35 0.21
```
Forces are in eV/Å.


Entry 2:
Computed, not measured: C4H6BrNO2 in the gas phase, with wB97M-V/def2-TZVPD.

Calculated values
DFT total energy, eV: -79868.301
Lowest unoccupied orbital energy, eV: 0.54
Energy relative to the best compared isomer or geometry (same formula, charge and spin), kcal per mole: 107.0
Gap between HOMO and LUMO, eV: 10.91
F_max, eV/Å: 3.23
Structure (SMILES): O=[N+]([O-])C1(Br)CCC1

The geometry in XYZ format:
```
14
Properties=species:S:1:pos:R:3:forces:R:3
Br 2.246037 0.334863 1.320301 -1.07 -0.26 -0.31
O -0.997687 2.195608 -0.257831 0.07 0.00 0.27
O 0.757230 2.786519 0.875859 -0.66 -0.05 -0.19
N 0.016004 1.987556 0.365628 1.02 -1.91 -0.05
C -0.522038 -1.335495 -0.476995 1.44 -0.77 -2.78
C 0.536250 -0.251885 -0.967227 -3.11 -0.28 -0.09
C 0.492545 0.328377 0.400355 0.44 1.98 1.61
C -0.630899 -0.654682 0.872057 1.62 -0.72 0.62
H -1.541967 -0.212780 1.061800 -2.04 1.56 -0.09
H -0.068035 -2.361016 -0.542217 -0.61 0.91 0.50
H -0.539993 -1.268027 1.805266 0.87 0.42 -0.94
H 1.390062 -0.616473 -1.376447 3.00 -1.10 -0.34
H 0.145316 0.323683 -1.806298 -0.41 0.60 0.53
H -1.282825 -1.256247 -1.274251 -0.55 -0.39 1.25
```
Forces are in eV/Å.


Entry 3:
Computed, not measured: C4H6CdLiO as an isolated structure, with wB97M-V/def2-TZVPD.

Calculated values
Charge: -1
DFT total energy, eV: -11056.281
Lowest unoccupied orbital energy, eV: 2.43
Gap between HOMO and LUMO, eV: 4.45
F_max, eV/Å: 5.07

The geometry in XYZ format:
```
13
Properties=species:S:1:pos:R:3:forces:R:3
Cd -2.194518 -1.141825 1.995073 -0.30 -0.49 0.28
O -0.938464 0.763625 1.750470 -1.20 -0.11 0.83
C 0.930188 0.610850 -0.515811 -1.28 -0.75 -2.23
C -1.560712 1.298718 0.581853 1.26 -1.65 0.74
C 1.400192 1.602122 0.217726 -3.51 0.36 3.64
C -1.078573 0.431005 -0.574941 1.82 1.97 -1.46
Li 0.687426 -0.090195 1.827469 -0.52 0.72 -0.85
H 2.411584 1.992107 0.351909 -0.22 -0.42 -0.06
H -1.184589 2.337136 0.534657 0.51 -0.10 -0.91
H 0.399352 1.840783 1.208572 3.14 0.78 -2.26
H -2.635461 1.544989 0.598539 -0.37 -0.89 0.46
H -1.081219 -0.583974 -1.020302 -0.38 -0.37 2.33
H -1.657086 0.826397 -1.436985 1.03 0.95 -0.50
```
Forces are in eV/Å.


Entry 4:
Computed, not measured: C4H6Cl2 in the gas phase, with wB97M-V/def2-TZVPD.

Calculated values
DFT total energy, eV: -29288.041
Lowest unoccupied orbital energy, eV: 0.86
Energy relative to the best compared isomer or geometry (same formula, charge and spin), kcal per mole: 41.7
Gap between HOMO and LUMO, eV: 10.07
F_max, eV/Å: 10.21
Structure (SMILES): C/C=C(/Cl)CCl

The geometry in XYZ format:
```
12
Properties=species:S:1:pos:R:3:forces:R:3
Cl 1.124059 2.443346 -0.258814 -0.08 0.79 0.18
Cl 2.682548 -0.435416 -0.502837 0.07 0.07 -0.12
C 0.421765 0.945794 0.182278 -0.96 -1.22 -1.05
C 1.410988 -0.030898 0.689142 -0.12 -2.83 2.02
C -1.399349 -0.620786 -0.359897 -2.70 -9.84 -0.11
C -0.795190 0.572609 -0.250598 -0.06 6.56 0.47
H -1.628810 1.212664 -0.731765 2.33 0.72 0.90
H -2.460007 -1.007507 0.107693 2.21 2.05 -1.04
H -1.488551 -0.711587 -1.480636 -0.43 -0.51 0.88
H -0.790430 -1.552109 -0.049826 -0.45 1.38 -0.49
H 1.921309 0.271561 1.615496 -0.04 0.48 -0.55
H 1.001664 -1.087674 1.039764 0.23 2.35 -1.10
```
Forces are in eV/Å.


Entry 5:
Computed, not measured: an isolated ion of composition C4H6Cl2N3O and charge +1, with wB97M-V/def2-TZVPD.

Calculated values
Charge: +1
DFT total energy, eV: -35799.055
Lowest unoccupied orbital energy, eV: -4.52
Energy relative to the best compared isomer or geometry (same formula, charge and spin), kcal per mole: 31.7
Gap between HOMO and LUMO, eV: 10.11
F_max, eV/Å: 6.65
Structure (SMILES): [H]/N=C(Cl)/[NH+]=C\N=C(/Cl)OC

The geometry in XYZ format:
```
16
Properties=species:S:1:pos:R:3:forces:R:3
Cl 4.192776 0.610859 -0.252543 -1.07 -0.37 0.20
Cl -2.135539 2.386323 -0.172976 -0.31 -0.55 -0.16
O -2.526053 -0.123291 -0.373805 0.29 4.25 0.66
N -0.354283 0.603770 0.193326 -0.35 -1.26 -0.28
N 1.890413 -0.155555 -1.381746 -1.51 -1.01 -0.08
N 1.841597 0.601766 0.894640 1.46 1.51 1.62
C 0.555955 0.760385 1.101749 -3.36 -0.48 0.15
C -1.608880 0.748182 -0.079269 0.49 0.89 0.39
C -2.402616 -1.468083 -0.385823 4.02 -3.76 3.72
C 2.398280 0.273863 -0.362369 3.23 1.17 1.85
H 0.101094 0.913312 2.109782 1.29 0.15 -0.41
H -1.314435 -1.763667 -0.617807 -1.69 0.24 0.16
H 2.480835 0.966249 1.694636 -1.21 -1.12 -2.19
H -3.061637 -1.779733 -1.072738 -2.09 -1.41 -2.72
H 2.648098 -0.549820 -1.907940 0.17 0.14 -1.28
H -2.705609 -2.024555 0.612876 0.64 1.61 -1.64
```
Forces are in eV/Å.


Entry 6:
Computed, not measured: C4H6Cl2S in the gas phase, with wB97M-V/def2-TZVPD.

Calculated values
DFT total energy, eV: -40124.541
Lowest unoccupied orbital energy, eV: 0.79
Energy relative to the best compared isomer or geometry (same formula, charge and spin), kcal per mole: 9.3
Gap between HOMO and LUMO, eV: 9.70
F_max, eV/Å: 3.11
Structure (SMILES): ClC(Cl)C[C@H]1CS1

The geometry in XYZ format:
```
13
Properties=species:S:1:pos:R:3:forces:R:3
Cl -2.117697 -0.745808 -1.549820 -0.38 0.54 -0.91
Cl -0.237514 -2.728566 -0.523735 -0.26 -0.24 -0.39
S 1.902874 0.232566 -1.112456 -0.34 1.06 0.50
C -1.275395 -1.293959 -0.151185 1.40 -0.78 0.00
C 0.313954 0.740434 -0.351211 0.29 -1.71 0.11
C -0.344007 -0.317377 0.519529 -1.46 2.37 -1.39
C 1.446194 1.449787 0.230290 -0.57 -1.58 -1.96
H 1.723460 1.147068 1.174445 0.82 -0.34 1.95
H -2.022923 -1.688094 0.477764 -0.66 -0.26 0.97
H -0.847765 0.290091 1.241291 -0.98 0.17 0.71
H 0.352701 -0.866861 1.035865 1.83 -1.15 1.14
H 1.439018 2.452205 -0.025852 0.67 1.85 -0.30
H -0.332900 1.328514 -0.964925 -0.36 0.09 -0.42
```
Forces are in eV/Å.